{
  "formula": "C52H73F7IN3O27P",
  "method": "wB97M-V/def2-TZVPD",
  "symbols": ["N", "O", "O", "C", "C", "C", "H", "H", "H", "H", "C", "H", "C", "H", "F", "C", "F", "O", "H", "H", "H", "H", "H", "H", "H", "C", "O", "H", "P", "H", "O", "H", "C", "H", "O", "H", "H", "C", "F", "H", "H", "O", "H", "O", "H", "F", "H", "H", "C", "O", "H", "C", "C", "C", "C", "O", "H", "C", "C", "C", "H", "C", "O", "H", "H", "H", "H", "F", "C", "O", "O", "C", "H", "H", "H", "H", "O", "C", "C", "N", "O", "O", "C", "C", "H", "H", "C", "H", "H", "C", "H", "H", "H", "C", "C", "I", "O", "H", "O", "H", "H", "H", "N", "H", "C", "C", "C", "O", "H", "H", "O", "H", "H", "H", "C", "C", "O", "H", "F", "H", "C", "C", "O", "H", "O", "H", "C", "H", "H", "H", "H", "H", "C", "C", "H", "C", "H", "O", "H", "O", "C", "C", "C", "C", "H", "C", "H", "H", "H", "H", "C", "O", "C", "H", "C", "C", "C", "C", "F", "H", "C", "O", "H", "C"],
  "coordinates": [[-2.830250, -4.317633, -1.155325], [9.294448, -4.528869, -3.555553], [9.516780, -2.831009, -2.100797], [-1.917115, -3.092712, 2.675363], [0.758572, 7.954697, 5.047532], [-7.335892, -1.657207, -2.933819], [-5.503984, 1.051322, -0.446339], [7.920402, -3.360347, -5.535314], [-3.408964, -3.044631, 10.015334], [-5.406780, -0.915903, -7.436018], [-0.731389, -2.504573, 10.167700], [-3.871771, -2.242927, -0.394353], [-1.314988, -2.422092, -0.807997], [7.141963, -4.880136, -5.147834], [4.919107, -1.628520, -4.220549], [-1.681277, -3.954877, -0.732037], [2.036832, -2.122006, -1.243293], [0.725198, -3.660800, -3.513977], [-0.568335, -1.572363, 5.064550], [-7.868900, -1.159939, -5.677969], [-8.387916, -3.682676, -7.286501], [6.122776, 0.178615, -5.715336], [-0.200176, -4.779383, 0.751450], [-3.635789, -3.418752, 7.575257], [-7.765013, -4.837876, -5.970264], [-2.805880, -2.461972, 9.311525], [-0.312753, 7.504350, 5.891828], [4.686538, 0.840102, -4.963373], [-3.430928, -0.581674, -6.456704], [-1.272384, -6.005350, -0.017317], [0.342677, -2.904226, 10.482795], [0.556637, -3.306101, 3.815283], [-8.728154, -2.959092, -5.236637], [2.250318, 9.511791, 4.994529], [5.372406, 6.036052, 4.498236], [1.896103, 8.885323, 6.615478], [-3.014061, 1.459569, -5.876647], [-0.706022, -5.052941, -0.205867], [0.873395, -0.450742, -2.106835], [-6.847615, -3.361084, -6.427388], [-1.787183, -1.939367, 0.078086], [-1.290026, 1.475182, 5.632814], [-0.465292, 3.860111, 6.538500], [-9.429126, -3.593544, -4.481658], [-2.741359, 3.812820, 5.495661], [2.420433, -1.115524, -4.684378], [-7.621082, -2.704563, -2.633433], [6.669966, 0.736683, -8.094080], [-8.537790, -1.045696, -3.759612], [-2.207528, 6.359503, 5.448071], [-4.220527, 1.511197, -1.647514], [5.134356, 1.703233, -6.880568], [7.311482, -3.865685, -4.782288], [5.554310, 7.104052, 6.504645], [-3.988887, -1.353218, -1.061640], [-1.784600, -1.970195, 3.416573], [1.459376, 7.130333, 4.925035], [-0.203647, -4.573583, 5.376717], [1.458864, 9.148894, 5.651184], [4.275535, 6.813183, 4.685447], [-1.995162, -2.582862, 5.365330], [6.377990, 6.524356, 5.389449], [-1.338139, -1.411068, 10.705302], [-1.161130, -4.902937, 5.785814], [7.588484, -2.083735, -2.332565], [-7.095057, -1.109194, -1.989561], [-2.862067, -1.884202, 7.237251], [3.128460, 0.068506, -2.967964], [-1.884360, -1.926952, -2.162958], [-3.041495, 0.044265, 5.670195], [-1.000087, 7.273585, 3.769288], [-1.019796, 2.642545, 4.845162], [5.563832, 8.654951, 7.993621], [0.885625, 3.080389, 5.740333], [-6.165130, -2.140955, -4.824966], [-2.468824, 0.238420, -0.514494], [-1.518962, -3.080635, 9.214303], [0.480166, -2.559139, -3.121063], [10.105668, -3.941485, -2.628917], [-8.655078, -1.538311, -5.150111], [5.944378, 2.766129, -6.374857], [-4.896013, -1.369466, -6.739836], [5.805749, 1.400131, -8.192322], [8.386198, -2.539019, -2.919410], [8.697787, -1.840928, -3.702235], [-3.269520, -0.672891, 10.449559], [-3.620284, -1.018145, -3.539253], [6.976376, 7.269819, 4.858571], [0.521633, -2.234524, -5.619439], [6.239694, 8.223302, 7.253438], [-3.630531, -0.247113, 0.844300], [4.120579, 2.091277, -7.027758], [7.134594, 7.863573, 7.763132], [6.483036, 3.401807, -7.456076], [-0.407177, -3.578989, 4.257743], [-3.781085, 2.936752, 0.614251], [-1.232104, -4.128559, 3.217652], [2.862060, -4.446656, -5.049785], [11.180628, -4.342749, -2.325621], [7.028642, 5.717004, 5.722776], [-5.201417, 0.186082, -4.580539], [-0.582355, 2.316703, 3.895260], [-3.167244, -1.422558, -2.294896], [0.673236, 8.157227, 2.891554], [3.815799, -3.627075, -3.571183], [0.035575, 8.260134, 3.768705], [-2.786803, -1.102459, -4.748253], [-3.688804, 1.088758, -6.478290], [-0.212698, -2.266478, -0.713175], [-2.939555, -5.330256, -1.059822], [7.061085, 4.437206, -7.407492], [0.393430, -4.142121, 6.181371], [6.352458, -3.356005, -4.707088], [-2.491755, 3.784424, 3.737257], [-7.878261, -3.774854, -6.286625], [-3.522847, -0.048759, -0.252145], [4.404042, 7.584361, 5.797743], [-1.305666, -1.921675, -7.890946], [4.715362, -1.928351, -2.060589], [0.301816, -5.466422, 5.004345], [-0.984346, -2.024169, -3.305373], [-1.263222, 6.985983, 5.073357], [3.784061, -4.490046, -2.758243], [0.753521, 9.962255, 5.838517], [-3.202313, 2.024395, 4.596756], [-0.431097, 9.249388, 3.757861], [-2.558366, 1.082454, 5.329430], [-5.414510, -2.622071, -3.277254], [5.119788, 0.984939, -8.930239], [-5.078657, -1.224920, -1.246104], [5.222073, 6.330245, 7.203974], [-1.986860, -3.192455, -6.807554], [-0.462062, -1.767684, -5.881491], [8.016625, -3.899001, -3.445804], [-8.351076, 0.062724, -3.837715], [-2.457465, -1.110594, 9.870123], [6.520455, 9.032450, 6.575729], [3.692269, -3.952236, -4.915562], [-0.236344, -0.749534, -6.282704], [-2.560973, -3.162134, 1.665675], [-0.070858, 3.575601, 5.560943], [-5.074492, -0.490909, -3.706488], [-1.194160, -2.365945, 4.659351], [4.043260, -2.098794, -3.238851], [-5.382032, 0.026468, -2.759494], [-3.482472, -2.408755, 7.963310], [-9.466395, -1.224215, -3.161771], [-2.136247, -0.395346, 9.107043], [4.520806, -0.289737, -6.320875], [0.013806, -5.297609, -1.034470], [2.750112, -1.203884, -3.357883], [6.269914, 2.686947, -8.596387], [-6.004578, -1.800356, -3.778682], [-4.448991, -1.907093, 8.026051], [-2.398467, 3.205597, 4.655125], [-1.409330, -1.630350, -4.663710], [1.554961, -1.626157, -2.421190], [5.111400, 0.535730, -5.920998], [-0.029195, -3.480461, -7.563085], [7.422484, -4.463872, -2.719089], [-4.407157, 1.214182, -0.580152], [3.322294, 6.821431, 3.966672], [0.105778, 4.478915, 4.975608], [-1.052007, -2.642782, -7.068203]],
  "atomic_forces_ev_per_a": [[0.7, 0.8, -0.3], [0.2, 0.3, 0.4], [0.1, -0.3, -0.2], [-0.1, 0.0, 0.3], [0.7, 0.7, 0.3], [0.3, -1.1, -1.0], [1.0, 0.2, 0.1], [0.0, 0.1, 0.1], [0.1, 0.1, 0.1], [0.3, -0.2, 0.2], [0.4, -0.1, 0.2], [0.2, 0.5, -1.1], [-0.7, -0.8, -0.2], [-0.1, 0.0, 0.1], [-1.1, -0.4, 1.0], [-0.2, -1.4, 0.2], [-0.4, 0.1, -1.3], [0.8, 0.3, 0.1], [-0.2, 0.1, -0.2], [-0.4, -0.3, -0.1], [0.5, -0.3, 0.9], [0.0, 0.0, -0.1], [-0.2, -0.1, -0.9], [-0.1, 0.0, 0.1], [-0.5, 1.0, -0.2], [-0.7, 0.0, -0.7], [-0.6, -0.3, -0.5], [-0.1, 0.0, -0.1], [1.4, -0.5, -2.2], [0.4, 1.1, -0.1], [-0.2, 0.1, -0.1], [-0.1, 0.1, -0.1], [0.4, -1.0, -0.2], [0.0, -0.1, 0.0], [-0.4, 0.3, 0.0], [0.1, 0.0, -0.1], [-0.4, 0.2, -0.3], [0.0, 0.3, -0.2], [0.7, -1.2, -0.3], [-0.8, -0.2, 0.1], [0.4, -0.3, -0.8], [-0.6, -0.4, -0.2], [-0.1, 0.1, -0.1], [0.1, 0.6, 0.0], [0.2, 0.0, 0.0], [-0.3, -0.4, 1.4], [0.2, 1.0, -0.2], [-0.1, 0.0, 0.2], [0.3, 1.0, 1.1], [0.2, -0.1, -0.2], [-0.3, -0.1, 1.1], [-0.1, -0.7, 0.5], [0.2, -0.4, -0.2], [0.6, 0.5, 0.7], [-0.2, 1.6, 1.8], [-0.2, -0.4, -0.6], [-0.2, 0.0, -0.1], [-0.1, -0.4, -0.2], [-0.2, 0.0, 0.4], [-0.1, 0.0, -0.1], [0.0, -0.1, 0.0], [0.4, -0.4, 0.0], [0.2, -0.3, -0.2], [0.0, 0.2, 0.0], [0.2, 0.0, 0.1], [-0.6, -0.2, -0.8], [-0.1, 0.2, 0.1], [-0.4, -1.4, -0.3], [2.0, 0.1, -1.3], [0.2, 0.1, -0.1], [-0.2, -0.2, 0.4], [0.6, 0.8, 0.2], [0.1, -0.1, 0.1], [0.0, 0.1, -0.1], [0.1, 0.4, 0.9], [-0.9, -0.5, 0.5], [0.3, 0.3, 0.4], [-1.6, -0.1, 0.3], [0.5, -0.2, 0.1], [1.0, -1.1, 0.5], [0.1, 0.2, -0.5], [0.4, 1.4, 1.2], [-0.2, -0.1, -0.5], [-0.2, 0.3, 0.3], [-0.1, -0.1, -0.1], [0.2, 0.0, 0.1], [0.6, 0.5, -1.7], [-0.1, 0.1, 0.1], [-1.0, 0.4, 0.0], [-0.3, 0.3, 0.0], [0.4, 0.0, -0.9], [0.1, 0.0, -0.1], [-0.1, -0.1, 0.0], [0.3, 0.5, 0.0], [0.4, -0.5, 0.9], [-0.3, -0.8, -0.5], [-0.4, 0.5, -0.6], [0.5, -0.2, 0.3], [-0.3, 0.1, 0.0], [-0.1, -0.1, -0.2], [0.3, -0.5, 0.7], [-0.1, 0.0, 0.0], [0.8, -0.9, -1.2], [-0.1, -0.2, 0.0], [-0.3, -1.3, -0.9], [0.2, 0.1, -0.5], [-0.2, -0.5, 2.4], [-0.2, -1.4, 1.4], [-1.0, -0.1, -0.3], [-0.1, 0.3, 0.0], [-0.2, -0.2, 0.0], [0.0, 0.0, -0.1], [0.1, 0.0, 0.0], [-0.2, -0.1, 0.0], [0.0, 1.2, -0.5], [-0.8, 0.5, 0.1], [-0.1, -0.4, -0.5], [0.2, -0.9, 0.7], [-1.4, -0.3, -1.1], [0.1, 0.1, 0.0], [-1.5, 1.3, -0.5], [-0.1, 0.1, 0.3], [0.0, 0.7, 0.8], [0.0, 0.0, -0.1], [0.2, -0.6, 0.3], [0.1, 0.0, 0.1], [-0.2, -0.1, 0.0], [-0.6, 0.7, -0.6], [0.1, 0.2, -0.1], [1.0, -0.4, -0.4], [0.0, 0.0, -0.1], [1.0, 0.0, -0.1], [-0.2, -0.3, -0.1], [-0.6, 0.0, -0.7], [-0.5, -1.0, 0.1], [-0.2, 0.3, 0.3], [0.0, -0.1, -0.1], [-0.4, 1.8, 0.7], [-0.2, -0.7, 0.4], [0.1, 0.1, 0.3], [0.2, -0.3, 0.4], [-0.1, -1.3, 1.1], [0.3, 0.4, 0.4], [1.7, -0.2, -1.1], [0.4, -0.1, -1.1], [0.2, -0.4, -0.3], [0.7, 0.2, -0.8], [-0.1, -0.1, -0.1], [0.0, 0.1, -0.1], [-0.3, 0.4, 0.9], [1.3, 1.3, 0.4], [0.0, 0.1, 0.4], [0.4, -0.1, 1.1], [0.1, 0.0, 0.0], [-0.2, 0.5, -0.3], [-1.2, 0.0, 1.8], [-0.9, 1.4, 0.1], [0.1, 0.3, 0.2], [-1.0, 0.4, 0.8], [0.1, 0.1, 0.1], [0.5, -0.4, -0.8], [0.4, -0.1, 0.1], [0.0, -0.1, 0.0], [0.2, 1.4, -0.7]],
  "mulliken_charge": [-0.4572, -0.3955, -0.3678, 0.4451, 1.0498, -0.6603, 0.4768, 0.4221, 0.2288, 0.3290, 0.6195, 0.2068, -0.7184, 0.3278, -0.1498, 0.6282, -0.2947, -0.5070, 0.5978, 0.3404, 0.3256, 0.3426, 0.1956, 0.3906, 0.2824, 0.4981, -0.3665, 0.2480, 0.0120, 0.4688, -0.5272, 0.2735, 0.6721, 0.3466, -0.3399, 0.3070, 0.3396, -1.3327, -0.3228, 0.1400, 0.4937, -0.3428, 0.3759, -0.5547, 0.2848, -0.2048, 0.4211, 0.3305, -1.0568, -0.5521, 0.3870, 0.3646, -1.2284, 0.4832, -0.2794, -0.2049, -0.0168, -1.5814, -1.5482, 0.6173, 0.0062, -0.5277, -0.3373, 0.3230, 0.1499, 0.3982, -0.0553, -0.3477, -0.2518, -0.4860, -0.3171, 0.6820, 0.3575, 0.4221, -0.1628, 0.3445, -0.3442, -0.8067, 0.5098, -0.3196, -0.3603, -0.3551, -0.5213, -0.2326, 0.3203, 0.3451, 0.7550, 0.3168, -0.2002, -1.4526, 0.5662, 0.3235, 0.3994, 0.5905, 0.4436, 0.0939, -0.3851, 0.3978, -0.5046, 0.3208, 0.4878, 0.1805, 0.7258, 0.3024, 0.1391, -0.4986, -0.0133, -0.4829, -0.0422, 0.3612, -0.5087, 0.4317, 0.1256, 0.1554, -0.7600, -0.2737, -0.2572, 0.2847, -0.3051, 0.4068, 1.0792, 0.5725, -0.4757, 0.4465, -0.3220, 0.3153, 0.5756, 0.3416, 0.3252, -0.2519, 0.2439, 0.3194, -0.2293, 0.6048, 0.3765, -0.3252, 0.3554, -0.4644, 0.5590, -0.4938, -1.4277, -1.1167, -0.3249, 0.8790, 0.0441, -1.0015, 0.3757, 0.1699, 0.3818, 0.2919, 0.3118, -0.3364, 0.2687, 0.3987, -0.3273, 0.3809, 0.9403, -1.2193, -0.3569, 0.2557, -1.2491, -0.5323, 0.2055, -0.3835],
  "energy_ha": -5558.9539,
  "e_homo_ev": -11.7,
  "spin_multiplicity": 1,
  "charge": 1
}